# C4H12N2Si

A 2-piece molecular cluster, C4H12N2Si overall in a non-equilibrium geometry (ωB97M-V/def2-TZVPD, the Open Molecules 2025 dataset).

Values from the calculation:
ΔE to the lowest compared entry with this formula, charge and spin ... 0.0 kJ/mol
Structure (SMILES) ... C[Si](C)(C)C.N#N
HOMO-LUMO gap ... 0.403 hartree
LUMO energy ... 1.1 eV

ORCA input file:
```
! wB97M-V def2-TZVPD RIJCOSX def2/J DEFGRID3
* xyz 0 1
C -1.41211 0.12548 -1.14712
C -0.53354 0.28776 1.67517
C 1.75920 0.62135 -0.37540
C 0.59423 -2.12364 -0.06278
N -0.92996 -2.47540 4.03437
N -0.00293 -2.17826 3.50839
Si 0.08856 -0.30093 -0.02991
H -1.22373 0.31169 -2.15782
H -2.12199 -0.70158 -1.20854
H -2.09799 0.92590 -0.67546
H 0.33042 0.55698 2.23970
H -1.40124 1.01210 1.82071
H -0.87425 -0.54665 2.25889
H 1.74860 1.03263 -1.38515
H 1.76501 1.26660 0.47761
H 2.47393 -0.10873 -0.39345
H 0.87752 -2.63121 -0.94582
H -0.31815 -2.65160 0.49845
H 1.43148 -2.19715 0.58604
*
```